Below is 8 unconnected molecules or ions with the total composition C47H112N8O8, with properties calculated with ωB97M-V with the def2-TZVPD basis set.

The geometry in XYZ format:
```
175
Properties=species:S:1:pos:R:3:mulliken_charge:R:1
C -2.2573 -6.9292 1.4946 -1.899
C -1.1701 -6.6730 0.4351 1.376
C -0.0784 -7.6884 0.8792 -1.744
C -1.7799 -7.0126 -0.9945 -1.471
C -0.7172 -6.4772 -2.0636 -0.895
C -0.4856 -4.9981 -1.8362 -1.279
C -0.0232 -4.6336 -0.4222 2.477
C 1.4455 -5.1757 -0.1989 -1.899
C -0.0970 -3.1782 -0.3378 -0.811
N -0.8355 -5.2240 0.5847 1.066
O -0.2208 -5.0541 1.8434 -0.377
H -1.7916 -7.0090 2.4687 0.479
H -3.0559 -6.1887 1.5309 0.298
H -2.6870 -7.9718 1.5229 0.419
H 0.5874 -7.9075 0.0310 0.391
H 0.5046 -7.3381 1.6762 0.281
H -0.6281 -8.6324 1.1749 0.517
H -1.9125 -8.0568 -1.0608 0.446
H -2.7492 -6.5916 -0.9808 0.457
H 0.1941 -7.0662 -1.9486 0.321
H -1.1050 -6.7177 -3.0249 0.521
H -1.3913 -4.5282 -2.1633 0.401
H 0.3233 -4.6750 -2.5303 0.454
H 1.5793 -6.1878 -0.6693 0.290
H 1.7823 -5.1930 0.8223 0.251
H 2.1575 -4.5252 -0.6678 0.625
H 0.6118 -2.5914 -1.0234 0.147
H 0.1303 -2.6948 0.6458 -0.970
H -1.1039 -2.7600 -0.6160 0.159
H -0.7695 -4.4821 2.4204 0.337
C 3.7242 0.1744 -0.9633 -1.935
C 4.2547 1.5204 -0.6095 2.017
C 5.7151 1.5944 -1.1373 -2.387
C 3.3726 2.5635 -1.3841 0.037
C 3.5973 3.9481 -0.9458 -0.946
C 3.3168 4.0706 0.5586 -1.578
C 4.2916 3.1266 1.3148 1.090
C 5.7857 3.5822 1.3877 -1.673
C 3.7609 2.9959 2.8066 -1.436
N 4.0630 1.7631 0.8180 1.367
O 4.8200 0.8130 1.5921 -0.739
H 3.4793 0.0580 -2.0186 0.489
H 4.4234 -0.6622 -0.7547 0.490
H 2.8122 0.0867 -0.3868 0.023
H 6.4619 1.0883 -0.5395 0.486
H 5.7814 1.0592 -2.0811 0.463
H 6.0743 2.6333 -1.3128 0.355
H 3.6024 2.3746 -2.4811 0.586
H 2.3703 2.3072 -1.1950 -0.723
H 4.5440 4.2553 -1.1886 0.783
H 2.8994 4.5621 -1.4713 -0.135
H 2.3263 3.8796 0.8704 0.378
H 3.5561 5.1004 0.8748 0.548
H 5.8514 4.6324 1.1669 0.331
H 6.3730 3.0018 0.7035 0.339
H 6.1110 3.4057 2.4093 0.430
H 4.3066 2.3400 3.4391 0.595
H 2.7133 2.6523 2.6437 -0.251
H 3.7673 4.0900 3.1514 0.433
H 4.0760 0.2125 1.9526 0.427
C -0.0273 3.3533 -5.9284 -1.880
C 0.2709 4.0115 -4.5809 2.401
C 1.4738 3.2896 -4.0011 -1.316
C 0.6278 5.5154 -4.9082 -1.751
C 0.5278 6.4400 -3.7540 -0.182
C -0.8705 6.2889 -3.0864 -1.302
C -1.1829 4.8248 -2.6543 2.058
C -0.3525 4.4248 -1.4662 -0.834
C -2.6746 4.6665 -2.2654 -2.084
N -1.0173 3.9801 -3.8822 -0.362
O -1.3654 2.6765 -3.6089 1.161
H 0.7986 3.4862 -6.7323 0.289
H -0.2978 2.2768 -5.8727 0.298
H -0.9519 3.7533 -6.4041 0.448
H 1.1244 2.7766 -3.1047 0.097
H 1.9798 2.5442 -4.6254 0.369
H 2.3644 3.8365 -3.6418 0.312
H 1.6017 5.5520 -5.4197 0.333
H -0.0711 5.7206 -5.7260 0.494
H 1.2556 6.1295 -2.9686 0.032
H 0.7388 7.4489 -4.1232 0.423
H -1.6616 6.6366 -3.8638 0.281
H -0.9182 6.8665 -2.1611 0.445
H -0.8470 5.0028 -0.6468 0.812
H 0.7281 4.6501 -1.6456 -0.579
H -0.4038 3.3763 -1.2974 -0.397
H -3.3402 4.5290 -3.1334 0.263
H -2.9748 5.5964 -1.8015 0.520
H -2.9082 3.8842 -1.6051 0.286
H -0.6915 2.1807 -3.0969 -0.153
C -4.2894 1.7481 -4.1987 -0.660
O -4.2378 0.3427 -4.2921 -0.266
C -4.5695 -0.3094 -5.5365 -1.039
C -3.3890 -0.1634 -6.5265 0.953
C -3.7427 -0.8258 -7.8446 -1.333
N -2.2143 -0.8476 -5.8900 -0.683
H -4.0532 2.1347 -3.2526 0.035
H -5.3166 1.9690 -4.3442 0.520
H -3.6420 2.3199 -4.8731 0.217
H -4.5656 -1.3522 -5.3319 0.443
H -5.4708 0.0750 -5.9763 0.370
H -3.1464 0.9020 -6.7951 0.059
H -2.8770 -1.4045 -8.1874 0.347
H -3.9491 -0.1091 -8.5922 0.363
H -4.6643 -1.5276 -7.7233 0.270
H -1.4654 -0.9911 -6.5050 0.247
H -1.9370 -0.4413 -5.0235 0.118
C -1.4752 -4.3880 4.8762 -1.043
O -1.8556 -3.7297 3.6976 -0.152
C -2.9806 -2.8759 3.8364 -1.161
C -3.1197 -2.1801 2.5673 1.870
C -4.1567 -1.0082 2.7483 -1.214
N -3.5182 -3.0030 1.4172 -0.469
H -1.0460 -3.7724 5.6509 0.264
H -0.7691 -5.1324 4.5739 0.291
H -2.2891 -4.9523 5.2766 0.367
H -3.8898 -3.4395 4.0939 0.341
H -2.8348 -2.1313 4.6530 0.315
H -2.1668 -1.7710 2.3470 -0.742
H -5.0863 -1.3649 3.1942 0.421
H -4.3906 -0.3949 1.8551 0.261
H -3.6122 -0.3404 3.3994 0.094
H -2.9309 -3.7539 1.2126 0.007
H -4.4632 -3.3965 1.5753 0.315
C 1.2615 0.7564 6.9387 -0.929
O 0.5928 1.1686 5.7514 -0.003
C -0.6822 1.7491 5.9834 -1.320
C -1.3090 2.1552 4.6308 2.375
C -0.5639 3.3022 3.9640 -1.414
N -2.6187 2.5980 4.9677 -0.786
H 0.7184 -0.1125 7.4228 0.318
H 1.2294 1.5734 7.7034 0.366
H 2.2973 0.5183 6.6389 0.202
H -1.2495 0.9603 6.4606 0.402
H -0.6083 2.5979 6.7355 0.303
H -1.2871 1.2830 3.9409 -0.966
H -1.0546 3.6349 3.0285 0.393
H 0.4567 2.9522 3.6362 0.001
H -0.3435 4.1776 4.4936 0.514
H -3.1639 1.7825 4.9628 0.322
H -2.9189 3.1788 4.2062 0.326
C 2.7102 -3.1581 6.5355 -0.677
O 2.8718 -2.2695 5.4211 -0.468
C 1.6769 -1.8964 4.7127 -0.228
C 2.1661 -0.8463 3.7090 0.481
C 1.0444 -0.5457 2.7201 1.113
N 3.4199 -1.1955 3.0173 -0.568
H 3.6435 -3.2656 7.0810 0.261
H 2.4028 -4.1494 6.0412 0.231
H 1.9316 -2.7660 7.2159 0.221
H 1.3079 -2.7748 4.2162 0.300
H 0.9567 -1.3612 5.3526 0.258
H 2.2567 0.1569 4.1900 -0.292
H 0.5131 -1.3810 2.1126 -0.627
H 1.3739 0.1792 1.9337 -0.279
H 0.3201 0.0149 3.3170 -0.434
H 3.3544 -1.9018 2.3398 0.225
H 4.1502 -1.5812 3.6247 0.244
C 0.4650 -0.2272 -3.0531 -1.223
O 0.0264 0.8930 -2.2943 0.658
C -0.1968 0.6422 -0.9298 0.561
C -1.7087 0.7209 -0.6343 1.664
C -1.8067 1.0801 0.8985 -1.190
N -2.3094 -0.5494 -1.0040 -0.145
H -0.3648 -0.8642 -3.2783 0.197
H 1.1397 -0.7660 -2.4806 0.223
H 0.8962 0.1955 -3.9521 0.264
H 0.1243 -0.3998 -0.5272 -0.881
H 0.4158 1.4183 -0.4556 -0.036
H -2.0259 1.7212 -1.0647 -1.430
H -2.8466 1.0441 1.2036 0.448
H -1.3359 2.0768 0.9797 0.499
H -1.2134 0.3873 1.5470 -0.229
H -2.7191 -0.5752 -1.9108 0.076
H -2.9061 -1.0037 -0.3373 0.237
```

Its HOMO energy is -0.2940 Ha. The LUMO energy comes out at 0.432 eV. Its orbital gap is 8.432 eV. Its SMILES is CC1(C)CCCC(C)(C)N1O.CC1(C)CCCC(C)(C)N1O.CC1(C)CCCC(C)(C)N1O.COC[C@H](C)N.COC[C@H](C)N.COC[C@H](C)N.COC[C@H](C)N.COC[C@H](C)N.

***

Below is 12 unconnected molecules or ions with the total composition C47H117NO23, with properties calculated with ωB97M-V with the def2-TZVPD basis set.

The geometry in XYZ format:
```
188
Properties=species:S:1:pos:R:3:mulliken_charge:R:1
C 20.8953 -14.8713 -9.5700 -0.899
N 21.1768 -13.5890 -10.1967 -0.024
C 22.2159 -13.2690 -10.9698 0.781
C 22.2559 -11.8282 -11.4876 -1.071
O 23.0623 -14.0713 -11.2614 -0.665
H 20.3188 -14.8878 -8.6451 0.342
H 21.8431 -15.3211 -9.2743 0.231
H 20.3028 -15.6239 -10.0902 0.285
H 20.5399 -12.8128 -10.0871 0.152
H 23.1062 -11.7748 -12.1674 0.278
H 22.4421 -11.0459 -10.7518 0.293
H 21.2929 -11.6111 -11.9498 0.298
C 27.7038 -13.3152 -14.2699 -0.717
O 27.5529 -12.1743 -15.1189 -0.310
C 28.6596 -11.2347 -15.0747 -0.427
C 30.0380 -11.7362 -15.5702 -0.355
O 31.0986 -10.8467 -15.3663 -0.373
C 31.3577 -9.8530 -16.3124 -0.711
H 27.6359 -13.0667 -13.2108 0.313
H 28.6255 -13.8473 -14.5051 0.296
H 26.8458 -13.9728 -14.4096 0.233
H 28.5891 -10.6206 -14.1770 0.396
H 28.5135 -10.4146 -15.7777 0.228
H 30.0990 -12.2429 -16.5334 0.323
H 30.2591 -12.5481 -14.8774 0.224
H 30.5091 -9.1915 -16.4872 0.291
H 31.6203 -10.2974 -17.2725 0.326
H 32.1278 -9.1509 -15.9930 0.258
C 18.7169 -14.1793 -3.0873 -0.699
O 19.8443 -13.3426 -2.8674 -0.300
C 20.9347 -13.8751 -2.1468 -0.472
C 21.5820 -12.8824 -1.1678 -0.487
O 20.6288 -12.4848 -0.2303 -0.337
C 20.3621 -13.2833 0.8623 -0.689
H 17.8141 -13.5978 -3.2744 0.253
H 18.4857 -14.8423 -2.2536 0.314
H 18.8943 -14.8028 -3.9635 0.273
H 21.6213 -14.2974 -2.8805 0.418
H 20.6750 -14.7312 -1.5240 0.274
H 21.9108 -11.9098 -1.5340 0.241
H 22.4490 -13.2974 -0.6539 0.369
H 19.5937 -12.9463 1.5581 0.279
H 21.2726 -13.4558 1.4363 0.301
H 19.9528 -14.2453 0.5538 0.262
C 30.5071 -7.1452 -12.2976 -0.696
O 29.2308 -6.5058 -12.6490 -0.341
C 28.2748 -6.2251 -11.5693 -0.571
C 26.8904 -5.8096 -12.0054 -0.527
O 26.1914 -6.8561 -12.6652 -0.228
C 24.8412 -6.5812 -12.9383 -0.765
H 30.2507 -8.1319 -11.9119 0.290
H 30.9116 -6.6692 -11.4044 0.306
H 31.2168 -7.3320 -13.1035 0.256
H 28.7775 -5.4539 -10.9856 0.362
H 28.1821 -7.1355 -10.9770 0.348
H 27.1203 -4.9266 -12.6016 0.307
H 26.2942 -5.4399 -11.1712 0.396
H 24.3197 -6.3741 -12.0038 0.275
H 24.2631 -7.3241 -13.4879 0.263
H 24.8251 -5.7758 -13.6725 0.323
C 24.5619 -15.6894 -22.3924 -0.735
O 24.0347 -15.5644 -20.9514 -0.295
C 24.9643 -15.2882 -19.9377 -0.359
C 24.3015 -14.2117 -19.0318 -0.463
O 23.3013 -14.7331 -18.1947 -0.250
C 23.0319 -13.9313 -17.1086 -0.765
H 25.2950 -14.9852 -22.7858 0.311
H 23.6603 -15.7043 -23.0048 0.230
H 25.0352 -16.6711 -22.3747 0.306
H 25.8405 -14.7625 -20.3172 0.351
H 25.0955 -16.1660 -19.3050 0.181
H 24.0321 -13.3229 -19.6023 0.333
H 25.1119 -13.7863 -18.4398 0.321
H 22.4302 -13.0257 -17.1852 0.287
H 23.9136 -13.7681 -16.4889 0.261
H 22.5179 -14.5909 -16.4094 0.288
C 25.4115 -20.3787 -16.7614 -0.796
O 25.0734 -20.5926 -15.4206 -0.388
C 23.7122 -20.8253 -15.3347 -0.580
C 22.7510 -19.6671 -15.3993 -0.303
O 21.5567 -20.0649 -14.7194 -0.330
C 20.5740 -18.9972 -14.5422 -0.709
H 25.2584 -19.3553 -17.1038 0.288
H 24.8008 -20.8738 -17.5164 0.356
H 26.4791 -20.5179 -16.9318 0.279
H 23.5412 -21.2403 -14.3414 0.346
H 23.3764 -21.5790 -16.0469 0.374
H 22.5622 -19.4425 -16.4491 0.267
H 23.1417 -18.7717 -14.9161 0.349
H 19.7688 -19.1972 -13.8353 0.279
H 20.1229 -18.7090 -15.4918 0.303
H 21.0138 -18.0848 -14.1394 0.265
C 23.0794 -6.5533 -3.6487 -0.756
O 24.3909 -6.8445 -4.2225 -0.396
C 24.2721 -7.2587 -5.5790 -0.298
C 23.9075 -8.8001 -5.7207 -0.422
O 24.0903 -9.2453 -7.0033 -0.273
C 25.4256 -9.4173 -7.5149 -0.818
H 22.4936 -7.4309 -3.3755 0.284
H 22.3715 -5.9586 -4.2260 0.311
H 23.1832 -5.8715 -2.8046 0.309
H 25.2196 -7.0693 -6.0834 0.295
H 23.5815 -6.6731 -6.1858 0.290
H 22.8603 -8.9894 -5.4847 0.255
H 24.4558 -9.4278 -5.0182 0.318
H 26.1515 -9.6600 -6.7389 0.346
H 25.7513 -8.4483 -7.8932 0.303
H 25.5180 -10.0895 -8.3680 0.248
C 22.1080 -18.6004 -4.9030 -0.757
O 21.8798 -18.7903 -6.3224 -0.299
C 22.9495 -19.4389 -6.9953 -0.488
C 22.4288 -20.1187 -8.3125 -0.537
O 21.4434 -21.0691 -7.8736 -0.294
C 20.5904 -21.6900 -8.8204 -0.768
H 21.2173 -18.2553 -4.3779 0.265
H 22.8652 -17.8186 -4.8433 0.279
H 22.4968 -19.4194 -4.2980 0.332
H 23.4439 -20.2210 -6.4191 0.337
H 23.7682 -18.7402 -7.1678 0.395
H 23.1848 -20.6578 -8.8834 0.362
H 21.9794 -19.4111 -9.0093 0.325
H 21.0330 -22.1317 -9.7132 0.303
H 19.9137 -20.9748 -9.2881 0.293
H 20.0642 -22.4905 -8.3005 0.251
C 26.9586 -16.9645 -4.3461 -0.830
O 26.5284 -16.8672 -5.7861 -0.237
C 27.4193 -16.2225 -6.7427 -0.601
C 26.7158 -16.2757 -8.0693 -0.309
O 26.6339 -17.5737 -8.6099 -0.352
C 26.2891 -17.5720 -9.9975 -0.773
H 26.1303 -17.1443 -3.6607 0.234
H 27.6200 -16.1986 -3.9411 0.314
H 27.5984 -17.8458 -4.3003 0.341
H 28.3446 -16.7981 -6.7178 0.320
H 27.6839 -15.1914 -6.5082 0.355
H 27.2181 -15.6097 -8.7710 0.432
H 25.6499 -16.0722 -7.9670 0.194
H 25.3163 -17.1384 -10.2296 0.262
H 26.2370 -18.5479 -10.4802 0.302
H 27.0511 -17.1073 -10.6232 0.352
C 11.8194 -14.9605 -9.7780 -0.621
O 12.8310 -16.0274 -10.0274 -0.346
C 13.8424 -16.3082 -8.9968 -0.472
C 14.7825 -17.5430 -9.1881 -0.427
O 14.1794 -18.5979 -8.3942 -0.303
C 15.1141 -19.5183 -7.8556 -0.782
H 12.3148 -14.0163 -9.5518 0.259
H 11.2049 -15.1856 -8.9063 0.284
H 11.2927 -15.0094 -10.7310 0.218
H 13.3511 -16.3937 -8.0275 0.329
H 14.3917 -15.3748 -8.8740 0.328
H 15.8392 -17.3513 -9.0017 0.355
H 14.7242 -17.7511 -10.2564 0.282
H 14.4833 -20.0438 -7.1386 0.267
H 15.8964 -19.0679 -7.2446 0.346
H 15.5061 -20.2302 -8.5819 0.282
C 20.2091 -5.3649 -10.0736 -0.626
O 19.1472 -6.0594 -9.4893 -0.394
C 19.1385 -7.4948 -9.5629 -0.518
C 19.4057 -8.2428 -8.2568 -0.284
O 18.7505 -9.5802 -8.3640 -0.187
C 18.9938 -10.3860 -7.2285 -0.772
H 20.5550 -5.7362 -11.0382 0.297
H 21.0668 -5.4739 -9.4098 0.225
H 19.9895 -4.3122 -10.2516 0.274
H 19.6231 -7.8697 -10.4644 0.407
H 18.0787 -7.6855 -9.7321 0.175
H 18.9613 -7.5997 -7.4972 0.332
H 20.4766 -8.1146 -8.0996 0.220
H 20.0140 -10.7195 -7.0385 0.259
H 18.3502 -11.2632 -7.2947 0.235
H 18.6411 -9.8296 -6.3600 0.356
C 14.9730 -10.7437 -11.5087 -0.660
O 15.5841 -11.4481 -12.5260 -0.328
C 16.6616 -12.3334 -12.2569 -0.390
C 16.8278 -13.3554 -13.3817 -0.538
O 17.1489 -12.5891 -14.5796 -0.346
C 17.2985 -13.4254 -15.8123 -0.721
H 14.9227 -11.2761 -10.5590 0.268
H 13.9703 -10.4181 -11.7857 0.246
H 15.5796 -9.8557 -11.3308 0.239
H 16.5317 -12.9413 -11.3615 0.383
H 17.5191 -11.6606 -12.2390 0.274
H 15.9411 -13.9850 -13.4560 0.355
H 17.6925 -13.9991 -13.2202 0.374
H 17.7270 -14.3981 -15.5708 0.264
H 17.7417 -12.9610 -16.6932 0.274
H 16.2906 -13.6898 -16.1324 0.306
```

Its HOMO energy is -0.3469 Ha. The LUMO energy comes out at 0.046 eV. Its orbital gap is 9.485 eV. Its SMILES is CNC(C)=O.COCCOC.COCCOC.COCCOC.COCCOC.COCCOC.COCCOC.COCCOC.COCCOC.COCCOC.COCCOC.COCCOC.

***

Computed molar mass (g/mol) in order:
917.46; 1064.44
Computed energy relative to the best compared isomer or geometry (same formula, charge and spin) (kcal/mol) in order:
68.9; 115.4